[1]
{"formula": "C29H53BrCaN7O2PS2", "method": "ωB97M-V/def2-TZVPD", "gap_ha": 0.27642, "energy_ev": -164904.810, "e_above_lowest_ev": 0.000, "symbols": ["C", "H", "H", "H", "C", "N", "H", "H", "H", "S", "C", "C", "P", "N", "C", "H", "H", "H", "H", "C", "H", "H", "H", "H", "H", "H", "H", "H", "C", "N", "H", "H", "C", "H", "S", "N", "H", "H", "N", "H", "C", "H", "C", "H", "C", "C", "C", "N", "H", "C", "H", "H", "H", "H", "C", "O", "H", "C", "H", "C", "Ca", "H", "C", "C", "H", "H", "C", "C", "H", "H", "C", "O", "H", "H", "H", "H", "H", "H", "C", "C", "H", "H", "H", "H", "Br", "H", "C", "H", "N", "C", "H", "C", "C", "H", "C", "H"], "positions_angstrom": [[14.24520, 15.47122, 10.12362], [4.88427, 15.61590, 9.18554], [13.81304, 11.03969, 5.12435], [6.59179, 13.39550, 8.31638], [12.55263, 9.86589, 6.43730], [10.46069, 13.12470, 9.08692], [13.86323, 12.88962, 6.96325], [16.14619, 16.16756, 9.33599], [14.49586, 10.32090, 11.12062], [6.77524, 14.87395, 10.34261], [12.20321, 12.30902, 5.73832], [12.32353, 20.70487, 8.65939], [11.24570, 11.82964, 9.14004], [12.05428, 11.32770, 10.54336], [12.81483, 12.73857, 7.04232], [13.00154, 19.96663, 10.60563], [12.97557, 8.89174, 6.15166], [13.27429, 21.21488, 8.44740], [10.46691, 10.54749, 11.56125], [15.41987, 15.36197, 9.18246], [13.63626, 12.45459, 9.86440], [11.09592, 12.25102, 5.83729], [14.23152, 10.36080, 13.53276], [15.29271, 15.04581, 11.95072], [10.71970, 17.94822, 7.52388], [7.55424, 8.15784, 10.09044], [8.11455, 9.78699, 10.42569], [12.36405, 9.19423, 12.20318], [13.31339, 15.52060, 12.35088], [10.29927, 10.46483, 8.96158], [13.36413, 11.91290, 13.49931], [7.25286, 12.59684, 9.79058], [14.26103, 11.28299, 11.61255], [5.76496, 16.99987, 9.81949], [8.90898, 17.97670, 9.56139], [10.90467, 19.57667, 10.31415], [10.93444, 8.55198, 8.27661], [9.41484, 10.42584, 7.01984], [11.92807, 15.96977, 10.40669], [11.94790, 21.31981, 10.70446], [9.13481, 10.43305, 8.06524], [12.31403, 19.62518, 6.84268], [13.52570, 10.94274, 12.95149], [11.64306, 9.07162, 9.84748], [12.11107, 15.81337, 11.71134], [9.51972, 15.52217, 4.74271], [9.31496, 15.79148, 6.23851], [11.07618, 18.67189, 8.21484], [10.19695, 16.23207, 4.30894], [10.74326, 9.07923, 9.24181], [10.24610, 19.66802, 11.08361], [15.17943, 11.84673, 11.78051], [9.90116, 8.21638, 11.02047], [11.51029, 9.75094, 6.69227], [12.73643, 10.89734, 5.36325], [10.24740, 16.41327, 6.84708], [12.42984, 13.71755, 7.39126], [8.28278, 8.92534, 9.77845], [12.91903, 15.80692, 8.56672], [14.36306, 15.32370, 11.49825], [9.63977, 15.12603, 8.90977], [15.92379, 14.42656, 9.27159], [12.28734, 19.39429, 7.89629], [9.68470, 8.34186, 10.00876], [8.31218, 8.52735, 7.66702], [11.60383, 10.09176, 13.59346], [5.86849, 16.05394, 9.28075], [12.22868, 10.17605, 12.71267], [12.27503, 10.64545, 4.47152], [9.64220, 7.35753, 9.52395], [8.17371, 9.36073, 8.37146], [8.40278, 15.21078, 6.84696], [13.15231, 9.69671, 8.50982], [5.50662, 12.92666, 9.66001], [15.10573, 15.32409, 8.11897], [14.30547, 10.59961, 7.56349], [13.15816, 18.81097, 8.20664], [12.41538, 12.98255, 4.90669], [10.42730, 18.77545, 9.34856], [13.25785, 12.09431, 10.80065], [7.17037, 9.70509, 8.19466], [9.84737, 14.48629, 4.58361], [6.27380, 16.27832, 8.31152], [13.36088, 15.27514, 13.39522], [10.58272, 16.20363, 12.76907], [13.03071, 12.96838, 11.43055], [12.10358, 20.43535, 10.15885], [11.11776, 12.01838, 12.28707], [12.59224, 11.67965, 8.06690], [6.49928, 13.30558, 9.40908], [11.52132, 21.35610, 8.25672], [13.22743, 10.42299, 7.71546], [11.38632, 11.07948, 11.77813], [8.58874, 15.59954, 4.19121], [13.00819, 15.78571, 9.67086], [8.62386, 11.39959, 8.19872]], "forces_ev_per_a": [[1.320, 0.095, 0.491], [-0.358, 0.108, -0.221], [-0.349, -0.312, 0.186], [0.165, 0.264, 0.434], [1.093, 0.189, 0.736], [0.274, 0.269, -0.150], [1.337, -0.066, -0.335], [-0.171, -0.121, -0.095], [0.060, 0.471, -0.041], [0.486, -0.082, -1.124], [-0.511, -0.941, -0.296], [-0.381, 0.493, 0.038], [0.268, -0.643, -0.286], [1.086, 0.593, -0.359], [-1.326, -0.041, 1.204], [-0.404, -0.099, -0.267], [-0.117, 0.185, 0.021], [-0.216, -0.159, 0.334], [-0.401, 0.071, -0.033], [-0.531, 0.156, -0.723], [0.427, 0.120, -0.365], [0.549, 0.145, 0.110], [0.046, -0.155, 0.491], [0.617, -0.157, -0.020], [0.285, 0.819, 0.927], [0.036, 0.343, -0.344], [0.043, 0.121, 0.123], [0.119, 0.579, 0.538], [-1.043, -0.448, -0.931], [-0.201, -1.666, -0.211], [-0.168, -0.904, -0.382], [-0.239, 0.277, -0.229], [-1.238, -0.640, 0.381], [0.112, -0.214, 0.103], [0.428, 0.205, 0.306], [0.186, 0.234, 0.165], [0.067, 0.274, 0.569], [0.312, -0.191, -0.520], [-0.157, -0.377, 0.920], [-0.336, 1.263, 0.610], [0.695, 2.812, 0.345], [0.074, -0.319, -0.382], [1.316, 0.223, 0.069], [0.254, 0.207, -0.302], [-0.779, 0.835, 0.199], [-0.836, 0.056, 0.179], [1.352, -0.809, -0.522], [0.032, -1.121, -1.804], [0.574, 0.160, -0.105], [0.298, 0.835, -0.579], [0.546, 0.150, -0.133], [0.021, -0.032, 0.119], [0.412, -0.123, 1.769], [-0.401, -0.167, -0.143], [1.078, 1.693, 0.618], [0.092, 0.024, 0.007], [-0.193, -0.694, 0.002], [0.357, -0.717, 1.606], [-0.455, 0.306, 0.631], [0.888, -0.020, 0.252], [-0.255, 0.651, 0.040], [0.546, -0.754, 0.554], [0.194, 0.252, 0.867], [-1.462, -0.815, -2.085], [0.034, -0.151, 0.312], [0.266, -0.427, 0.489], [-0.472, -0.092, 0.899], [-0.374, 1.331, -1.184], [-0.936, -0.836, -1.889], [0.046, -0.238, 0.519], [-0.978, -1.447, -0.860], [-0.774, -0.149, 0.285], [-0.092, -0.005, 0.441], [0.055, 0.015, -0.089], [-0.064, 0.515, 0.579], [-0.158, -0.041, -0.166], [0.144, -0.152, -0.347], [0.089, 0.183, 0.066], [-1.087, -0.126, 0.297], [0.463, 0.065, 0.503], [-0.528, 0.277, -0.297], [0.187, 0.310, 0.292], [0.583, -0.311, -0.369], [0.004, 0.314, 0.248], [-0.041, -0.210, 0.073], [-0.193, 0.106, -0.172], [0.074, -1.394, -0.812], [0.059, -0.024, 0.096], [-0.543, 1.406, -0.049], [0.052, 0.007, 0.413], [0.294, -0.255, 0.383], [-0.385, -0.107, -0.482], [-0.891, -1.003, 0.211], [-0.343, 0.037, 0.088], [-0.310, -0.190, -2.427], [0.298, -0.102, -0.010]], "mulliken_charge": [0.370, 0.376, 0.353, 0.239, -0.059, -0.465, 0.540, 0.368, 0.342, -0.029, 0.000, -0.739, -1.544, 0.776, -0.475, 0.249, 0.341, 0.375, 0.170, -1.780, 0.449, 0.002, 0.535, 0.454, 0.192, 0.457, 0.232, 0.244, -0.728, 0.993, 0.180, -0.147, -1.110, 0.333, -0.287, -0.101, 0.477, 0.156, 0.334, 0.439, -0.254, 0.410, -0.807, 0.297, -0.128, -1.097, 0.916, 0.241, 0.330, -0.719, 0.257, 0.383, 0.408, -0.071, -1.452, -0.859, -0.520, -0.560, 0.187, -0.275, 1.099, 0.446, -0.455, -1.167, 0.293, 0.426, -0.888, -0.782, 0.549, 0.433, -1.097, -0.668, 0.154, 0.522, 0.380, 0.657, 0.172, 0.485, 0.036, -0.427, 0.420, 0.134, 0.254, 0.475, -0.121, -0.122, -0.657, 0.388, 0.764, -0.434, 0.310, -1.066, -0.311, 0.378, 0.137, 0.083]}

[2]
{"formula": "C20H27AlNO8S2", "method": "ωB97M-V/def2-TZVPD", "gap_ha": 0.17621, "energy_ev": -67314.626, "charge": -1, "symbols": ["O", "O", "C", "C", "O", "S", "Al", "H", "H", "C", "H", "C", "C", "H", "H", "C", "O", "H", "H", "C", "N", "C", "H", "C", "H", "C", "H", "C", "C", "H", "C", "H", "H", "C", "O", "O", "H", "H", "H", "C", "H", "H", "H", "H", "H", "C", "H", "C", "H", "O", "H", "C", "C", "C", "H", "S", "H", "O", "H"], "positions_angstrom": [[-6.00461, 1.49150, 2.47585], [10.25255, -1.33422, -2.18294], [6.15291, -1.63540, -2.66302], [-6.87281, 0.67017, 2.68816], [-7.84044, -2.84152, 2.51823], [-0.35666, -0.05496, -1.27564], [-4.03826, 0.38890, -1.17748], [2.76277, -1.13598, -1.08689], [-1.91209, -0.84425, 0.82360], [-8.16481, 1.21181, 3.28050], [6.53010, -3.46967, -3.67925], [2.33878, 3.27448, -0.69228], [2.71779, -0.44345, -0.23736], [1.69612, 3.50747, -1.54169], [3.52083, 1.88359, -1.84926], [3.03590, 1.93458, -0.87078], [4.84178, -1.64056, -2.75354], [-5.65726, 0.68212, -1.11057], [1.09967, -1.60521, 0.64073], [2.02432, -1.11614, 0.94187], [2.09898, 0.82366, -0.67140], [-9.21297, 0.42575, 3.56948], [4.50832, -0.81893, -2.33607], [1.19172, 0.60622, -1.73462], [-8.73005, -3.12394, 2.80811], [-1.89856, 0.23493, 1.01834], [-7.24286, 2.79203, 3.14830], [6.93409, -2.61069, -3.16297], [-6.76177, -0.74759, 2.42157], [8.56289, 0.52480, -1.24480], [8.16147, -0.33032, -1.76947], [-1.68669, 0.35232, 2.08992], [1.78165, -0.36956, 1.69949], [-3.25865, 0.82723, 0.64512], [-8.12884, 2.51766, 3.47454], [-9.98441, -1.80418, 3.50772], [-10.13370, 0.80246, 3.99142], [3.07767, 4.07128, -0.58752], [-3.24230, 1.91561, 0.79432], [8.35914, -2.50416, -3.00713], [0.18309, 0.84463, 0.87168], [3.74406, -0.20975, 0.05037], [-3.99627, 0.44700, 1.35919], [-0.93989, 1.88702, -0.00847], [1.72318, 3.25690, 0.20849], [-7.81061, -1.52816, 2.71089], [-5.84492, -1.11974, 1.98557], [-0.71532, 0.85335, 0.26023], [3.82101, 1.83006, -0.12053], [5.92723, 0.39293, -1.53241], [10.51875, -2.15797, -2.64263], [-9.10063, -0.98695, 3.29737], [6.72761, -0.42747, -1.93780], [8.93174, -1.30532, -2.27041], [2.68538, -1.85901, 1.39274], [1.57529, 0.82179, -3.31232], [-3.35295, 1.27816, -2.36224], [9.17820, -3.31030, -3.42143], [-3.77672, -1.21502, -1.43084]], "forces_ev_per_a": [[-0.078, 0.152, 0.179], [0.030, 0.042, 0.022], [0.053, 0.017, -0.002], [0.023, -0.107, -0.139], [0.047, -0.019, -0.015], [0.017, 0.207, -0.281], [-0.065, -0.034, -0.073], [0.022, -0.057, 0.046], [0.031, -0.017, 0.095], [0.021, -0.034, -0.038], [-0.020, 0.014, -0.002], [-0.003, -0.024, 0.017], [-0.083, -0.072, 0.244], [-0.016, -0.019, 0.008], [0.038, -0.029, 0.009], [0.106, 0.034, 0.122], [-0.001, 0.007, -0.012], [0.033, -0.002, 0.046], [-0.020, 0.017, 0.003], [-0.004, 0.095, 0.016], [0.017, 0.163, -0.421], [-0.032, 0.003, 0.031], [-0.031, 0.037, -0.063], [-0.029, -0.135, 0.350], [-0.038, -0.004, 0.009], [-0.079, -0.023, -0.156], [0.030, -0.002, -0.016], [-0.007, -0.049, -0.020], [0.053, -0.003, 0.004], [0.010, -0.001, -0.009], [0.008, 0.027, 0.014], [0.058, 0.010, -0.004], [0.068, -0.055, 0.046], [0.039, -0.106, -0.110], [-0.043, 0.032, 0.017], [0.013, -0.012, 0.009], [0.002, 0.012, -0.011], [-0.016, 0.014, -0.078], [0.026, -0.013, 0.081], [0.006, 0.011, 0.010], [-0.018, 0.012, -0.099], [0.001, 0.046, -0.052], [0.009, 0.046, 0.030], [-0.016, -0.030, -0.087], [0.009, 0.019, -0.003], [-0.034, 0.034, 0.012], [-0.025, -0.002, -0.047], [0.027, -0.067, 0.388], [-0.073, -0.020, 0.047], [-0.010, -0.015, 0.016], [-0.001, -0.031, -0.019], [0.007, 0.006, -0.004], [-0.012, -0.012, 0.005], [-0.043, -0.023, -0.019], [-0.013, -0.047, -0.048], [-0.006, -0.024, -0.111], [-0.013, 0.009, 0.021], [0.006, 0.002, 0.014], [0.018, 0.020, 0.030]], "nbo_charge": [-0.510, -0.631, 0.354, 0.473, -0.631, 0.371, 0.862, 0.182, 0.199, 0.349, 0.246, -0.618, -0.209, 0.218, 0.201, -0.215, -0.614, -0.417, 0.227, -0.619, -0.531, -0.416, 0.520, -0.103, 0.502, -0.407, 0.511, -0.414, -0.374, 0.241, -0.389, 0.176, 0.208, -0.929, -0.632, -0.571, 0.236, 0.204, 0.192, 0.475, 0.217, 0.201, 0.202, 0.219, 0.210, 0.316, 0.265, -0.524, 0.192, -0.533, 0.507, 0.480, 0.472, 0.323, 0.203, -0.093, -0.402, -0.563, -0.414]}

[3]
{"formula": "C10H20ClHfIN2OPSe", "method": "ωB97M-V/def2-TZVPD", "gap_ha": 0.18722, "energy_ev": -112258.806, "charge": 3, "symbols": ["H", "I", "O", "H", "H", "H", "C", "H", "Se", "H", "H", "H", "C", "P", "Cl", "H", "C", "H", "H", "H", "H", "C", "H", "H", "C", "H", "H", "N", "C", "H", "C", "C", "C", "H", "Hf", "H", "N", "C"], "positions_angstrom": [[-1.44939, 1.87466, -1.51790], [2.01999, -3.39366, -0.63081], [3.44306, 0.45699, -1.04627], [-0.71478, 2.79396, -2.85658], [-1.28437, 0.36064, 5.76584], [0.42631, -2.78289, 2.53578], [-0.49741, 2.16775, -1.98033], [-0.49942, 2.75056, 4.97106], [0.59521, 1.13701, 1.14950], [-0.95547, -2.44923, -1.56104], [-0.30614, 2.87303, 3.17671], [2.48301, 1.84803, -2.83997], [-0.87758, -1.12326, 4.13830], [0.39838, 0.66203, -2.49731], [-2.02699, -0.72587, -0.38951], [-1.92422, 2.81352, 3.93793], [2.45334, -0.17297, -0.98185], [-0.31102, -3.97853, -2.21865], [-1.63497, -0.28781, -3.36725], [-0.82231, 0.75269, -4.56673], [-0.21058, -0.91982, -4.24694], [-0.28555, 0.44173, 2.65107], [1.42637, 1.98280, -4.26848], [0.21557, -2.44880, -2.98939], [-0.06716, -2.91718, -2.04039], [-0.64870, -2.23792, 1.28759], [-0.99101, -2.11370, 4.51736], [-0.78722, 1.03544, 3.78127], [-0.89093, 2.45593, 3.99224], [1.14568, -1.53944, 1.47511], [-0.66804, -0.02348, -3.80508], [1.78073, 1.30464, -3.48073], [0.17055, -1.89721, 1.94763], [2.30799, 0.46643, -3.95266], [0.37448, -1.09043, -0.43468], [0.09342, 2.73311, -1.24871], [-0.37613, -0.88815, 2.86930], [-1.10475, 0.07943, 4.72459]], "forces_ev_per_a": [[0.247, 0.146, -0.069], [-1.762, -0.132, -1.465], [-5.197, -3.443, 0.092], [0.220, -0.209, 0.130], [-0.420, -0.241, -0.582], [0.174, 0.044, -0.168], [-0.206, -0.137, 0.404], [0.176, -0.203, -0.292], [0.137, -0.077, -0.260], [0.198, -0.247, 0.340], [-0.042, 0.655, 0.288], [-0.077, 0.000, -0.260], [0.099, 0.048, 0.396], [-1.303, 1.414, -1.493], [1.028, -0.366, -0.131], [0.124, -0.289, -0.153], [6.014, 3.460, 0.582], [0.091, 0.452, 0.147], [0.014, -0.002, -0.175], [0.107, -0.273, 0.112], [-0.159, 0.401, -0.169], [-0.858, -0.038, 1.526], [-0.185, -0.224, 0.292], [0.482, -0.031, 0.407], [1.007, -2.071, -0.464], [0.131, -0.010, -0.216], [-0.052, -0.353, 0.194], [0.821, -0.962, -1.108], [0.033, 0.990, -0.177], [-0.633, -0.224, 1.121], [-0.222, -0.389, 0.214], [0.768, -0.275, 0.309], [-0.466, 0.191, 1.904], [0.018, 0.209, 0.006], [-1.235, 2.777, 0.065], [-0.165, -0.022, -0.270], [0.589, -0.334, -0.651], [0.503, -0.235, -0.426]], "nbo_charge": [0.271, 0.509, -0.327, 0.290, 0.294, 0.318, -0.923, 0.262, 0.105, 0.254, 0.223, 0.267, -0.037, 0.923, -0.308, 0.258, 0.477, 0.328, 0.267, 0.297, 0.242, 0.252, 0.301, 0.282, -0.670, 0.252, 0.267, -0.289, -0.416, 0.217, -0.926, -0.942, -0.451, 0.265, 0.941, 0.265, -0.340, 0.001]}

[4]
{"formula": "C5H10O", "method": "ωB97M-V/def2-TZVPD", "gap_ha": 0.37449, "smiles": "COC1(C)CC1", "energy_ev": -7392.871, "e_above_lowest_ev": 1.894, "symbols": ["H", "C", "C", "H", "H", "C", "H", "H", "H", "C", "O", "C", "H", "H", "H", "H"], "positions_angstrom": [[-1.16619, 1.89672, -1.20702], [1.95268, -0.42004, 0.52782], [-0.18600, 0.30997, -0.08430], [1.37452, -0.99236, 1.25474], [-1.96261, 1.51227, 0.32481], [-0.77409, -0.99825, 0.49363], [-1.73942, -0.94009, 0.98386], [2.84659, -0.01772, 1.00450], [-0.44151, 2.43007, 0.31030], [-0.63090, -0.78658, -0.99244], [1.16272, 0.64748, 0.08498], [-0.98897, 1.60644, -0.16142], [-0.21360, -1.86205, 0.85902], [-1.53201, -0.62449, -1.57137], [2.23753, -1.08299, -0.30122], [0.14162, -1.36947, -1.48646]], "forces_ev_per_a": [[0.106, -0.166, 0.244], [0.272, -0.247, 0.084], [-0.386, -0.139, 0.052], [0.531, -0.010, 0.133], [0.054, -0.024, -0.028], [-0.212, 0.146, 0.104], [-0.108, 0.127, -0.308], [-0.021, 0.020, -0.150], [-0.083, -0.307, 0.058], [-0.068, -0.026, -0.366], [-0.053, -0.062, -0.067], [-0.110, -0.086, 0.117], [0.057, 0.697, 0.094], [0.132, 0.076, -0.155], [0.068, 0.031, 0.119], [-0.179, -0.029, 0.069]], "nbo_charge": [0.211, -0.254, 0.262, 0.176, 0.212, -0.473, 0.217, 0.192, 0.231, -0.457, -0.513, -0.619, 0.223, 0.213, 0.160, 0.218]}